Formula: C4H9N2
Source: OMol25
Level of theory: ωB97M-V/def2-TZVPD

The geometry in XYZ format:
```
15
Properties=species:S:1:pos:R:3:forces:R:3:lowdin_charge:R:1
C 0.70421 -0.39175 1.84341 2.3 0.6 1.9 -0.16
C -0.38086 0.28842 -1.65948 1.3 -0.3 -0.4 -0.21
C 0.67244 -0.28659 -1.76729 -0.3 0.7 0.5 0.09
C -1.68380 0.86292 -1.68721 -0.2 2.9 1.4 -0.09
N 1.24551 0.61529 1.16191 -1.7 -2.3 -0.3 0.22
N 0.21428 -1.54674 1.47483 0.3 2.0 -0.6 0.21
H 0.88658 -0.45752 2.91817 -0.2 1.2 0.0 0.16
H 1.69466 -0.53034 -1.74100 0.6 -0.5 -0.3 0.04
H 1.07411 0.66605 0.17365 -0.1 0.0 -0.7 0.06
H 1.67395 1.40844 1.55653 0.4 0.7 1.1 0.13
H -1.78941 1.80515 -2.31736 0.4 -1.4 0.6 0.13
H -1.98977 1.16444 -0.63716 0.1 -0.4 -1.2 0.11
H -2.28613 0.09558 -2.04423 -1.7 -1.1 -0.6 0.06
H -0.22412 -2.03358 2.24468 -0.1 -0.8 -0.8 0.15
H 0.18835 -1.65977 0.48055 -0.9 -1.1 -0.6 0.11
```
Positions in Å, forces in eV/Å.

**Strongest force on any atom**: 3.216 eV Å⁻¹
**Electronic energy**: -7265.6327 eV
**E_HOMO**: -14.23 eV
**Total charge**: +1
**Spin multiplicity**: 1